The following is a quantum chemistry calculation of a cluster of 2 separate species, C6H14Si in total in a non-equilibrium geometry, from OMol25.

Results
Energy   -14319.766 eV
Energy above the lowest of the compared OMol25 structures with the same formula, charge and spin   6.805 eV
Orbital gap (spin up / spin down)   8.813 / 6.607 eV
Max |F|   4.7 eV/A
LUMO (spin up / spin down)   -0.27 / -0.25 eV
Highest occupied orbital energy (spin up / spin down)   -9.08 / -6.86 eV
Charge   0

Each line ends with the Mulliken charge.
CARTESIAN COORDINATES (ANGSTROEM)
C: 1.57 1.05 -0.61  -0.6898
C: 2.20 -0.07 -0.29  0.7604
C: 3.39 -0.16 0.69  -0.9259
C: 1.52 -1.36 -0.58  -0.9740
C: -2.16 1.58 0.60  -0.8443
C: -3.07 0.38 0.29  -0.4570
Si: -2.40 -1.10 -0.83  0.1624
H: 1.94 2.16 -0.44  0.2400
H: 4.12 -0.83 0.22  0.2746
H: 3.89 0.85 0.75  0.3164
H: 2.88 -0.58 1.70  0.2373
H: 1.20 -1.97 0.41  0.2226
H: 2.18 -2.11 -1.23  0.2648
H: 0.71 -1.28 -1.20  0.2234
H: -2.57 2.08 1.49  0.3349
H: -1.04 1.42 0.83  0.1730
H: -2.12 2.52 -0.07  0.2800
H: -3.74 0.76 -0.50  0.2031
H: -3.58 0.04 1.29  0.3198
H: -2.02 -2.49 -0.30  -0.0615
H: -2.88 -0.89 -2.22  -0.0602